(1)
Computed, not measured: 2 unconnected molecules or ions with the total composition H2, with ωB97M-V/def2-TZVPD.

Output
HOMO-LUMO gap (alpha / beta)   10.48 / 8.58 eV
E_LUMO (alpha / beta)   10.497 / 6.931 eV
HOMO level (alpha / beta)   0.0006 / -0.0607 Ha

Structure (ORCA input):
```
! wB97M-V def2-TZVPD RIJCOSX def2/J DEFGRID3
* xyz -1 2
H 0.000 0.000 0.873
H 0.000 0.000 -0.873
*
```

---

(2)
Computed, not measured: 2 unconnected molecules or ions with the total composition H2 at a distorted geometry, with ωB97M-V/def2-TZVPD.

Output
HOMO-LUMO gap (alpha / beta)   8.10 / 12.84 eV
E_LUMO (alpha / beta)   10.412 / 8.011 eV
HOMO level (alpha / beta)   0.0850 / -0.1776 Ha

Structure (ORCA input):
```
! wB97M-V def2-TZVPD RIJCOSX def2/J DEFGRID3
* xyz -1 2
H -0.215 0.158 0.452
H 0.215 -0.158 -0.452
*
```

---

(3)
Computed, not measured: 2 unconnected molecules or ions with the total composition H2 at a distorted geometry, with ωB97M-V/def2-TZVPD.

Output
HOMO-LUMO gap   11.69 eV
E_LUMO   -0.035 eV
HOMO level   -0.4308 Ha

Structure (ORCA input):
```
! wB97M-V def2-TZVPD RIJCOSX def2/J DEFGRID3
* xyz 0 1
H 0.000 0.000 0.699
H 0.000 0.000 -0.699
*
```

---

(4)
Computed, not measured: 2 unconnected molecules or ions with the total composition H2 at a distorted geometry, with ωB97M-V/def2-TZVPD.

Output
HOMO-LUMO gap   10.95 eV
E_LUMO   -0.497 eV
HOMO level   -0.4205 Ha

Structure (ORCA input):
```
! wB97M-V def2-TZVPD RIJCOSX def2/J DEFGRID3
* xyz 0 1
H -0.317 -0.507 0.456
H 0.317 0.507 -0.456
*
```

---

(5)
Computed, not measured: 9 unconnected molecules or ions with the total composition H20NO8 at a distorted geometry, with ωB97M-V/def2-TZVPD.

Output
HOMO-LUMO gap   10.84 eV
E_LUMO   -3.148 eV
HOMO level   -0.5142 Ha

Structure (ORCA input):
```
! wB97M-V def2-TZVPD RIJCOSX def2/J DEFGRID3
* xyz 1 1
N 0.269 -0.875 0.022
H 1.292 -1.054 0.302
H 0.129 -1.014 -1.014
H -0.114 0.124 0.191
H -0.233 -1.604 0.483
O -1.109 -1.466 -3.030
H -1.283 -2.313 -2.816
H -0.428 -1.492 -3.709
O -1.702 3.201 0.160
H -2.165 3.821 0.673
H -1.774 2.475 0.731
O -0.264 1.767 -1.623
H -0.571 2.476 -1.119
H 0.646 2.199 -1.439
O 0.393 -1.034 2.835
H 0.304 -0.791 3.750
H 1.230 -1.388 2.541
O 2.688 0.541 1.084
H 3.578 0.337 1.087
H 2.850 1.157 1.653
O 2.609 -1.744 -2.018
H 3.012 -1.580 -2.971
H 3.149 -1.359 -1.353
O -2.576 -1.408 0.042
H -3.050 -1.697 -0.724
H -3.318 -0.820 0.375
O -1.055 1.456 1.694
H -0.465 0.768 2.168
H -2.041 1.316 2.025
*
```

---

(6)
Computed, not measured: 10 unconnected molecules or ions with the total composition H20O10 at a distorted geometry, with ωB97M-V/def2-TZVPD.

Output
HOMO-LUMO gap (alpha / beta)   2.76 / 10.76 eV
E_LUMO (alpha / beta)   2.880 / 2.794 eV
HOMO level (alpha / beta)   0.0046 / -0.2927 Ha

Structure (ORCA input):
```
! wB97M-V def2-TZVPD RIJCOSX def2/J DEFGRID3
* xyz -1 2
O 1.977 -2.609 -2.949
H 0.989 -2.664 -2.944
H 1.927 -1.834 -2.341
O 0.328 0.880 3.323
H 0.909 0.295 3.854
H 0.599 1.756 3.618
O -0.384 -0.928 -2.349
H -0.753 -0.039 -2.568
H -1.253 -1.345 -2.225
O -2.700 -1.426 1.524
H -2.993 -1.011 2.333
H -2.958 -0.915 0.747
O 1.953 1.433 0.749
H 1.336 2.143 0.894
H 2.222 1.080 -0.082
O 2.603 -0.300 3.505
H 2.361 -0.683 2.645
H 2.677 0.568 3.050
O 2.423 0.847 -2.561
H 2.897 0.842 -3.383
H 1.531 0.565 -2.448
O -0.099 -1.883 3.046
H -0.611 -1.118 3.303
H 0.678 -1.627 2.553
O -3.353 2.643 -0.942
H -2.896 3.316 -1.467
H -2.877 2.598 -0.103
O -2.425 0.946 -3.269
H -3.161 1.242 -2.714
H -2.881 0.136 -3.541
*
```

---

(7)
Computed, not measured: 10 unconnected molecules or ions with the total composition H20O10 at a distorted geometry, with ωB97M-V/def2-TZVPD.

Output
HOMO-LUMO gap   9.05 eV
E_LUMO   -0.453 eV
HOMO level   -0.3491 Ha

Structure (ORCA input):
```
! wB97M-V def2-TZVPD RIJCOSX def2/J DEFGRID3
* xyz 0 1
O -0.145 0.007 -0.550
H 0.383 0.266 0.238
H 0.104 -0.721 -1.169
H -0.141 0.766 -1.164
O 0.612 -0.141 1.616
H 1.308 0.506 1.486
O 1.442 1.050 -2.409
H 1.614 0.506 -3.223
H 2.230 1.030 -1.961
O -1.229 -1.141 2.965
H -1.572 -0.692 3.759
H -0.421 -0.623 2.751
O 0.536 -2.308 -1.600
H 0.403 -2.415 -2.669
H 0.119 -3.063 -1.319
O 2.661 -0.655 -0.121
H 1.994 -0.355 0.487
H 3.467 -0.766 0.375
O -1.036 2.360 -2.006
H -1.190 3.238 -1.564
H -1.105 2.660 -2.746
O 1.509 -2.170 3.149
H 0.656 -2.587 3.364
H 1.106 -1.487 2.465
O -1.040 1.742 2.280
H -1.970 1.494 2.030
H -0.417 1.073 2.027
O -3.565 0.988 -2.342
H -2.804 1.314 -2.325
H -3.509 0.123 -1.823
*
```

---

(8)
Computed, not measured: 9 unconnected molecules or ions with the total composition H20O10 at a distorted geometry, with ωB97M-V/def2-TZVPD.

Output
HOMO-LUMO gap   6.51 eV
E_LUMO   -0.328 eV
HOMO level   -0.2514 Ha

Structure (ORCA input):
```
! wB97M-V def2-TZVPD RIJCOSX def2/J DEFGRID3
* xyz 0 1
H -0.630 0.423 -0.137
H 0.796 0.932 -0.271
H -1.636 4.008 -0.548
H -3.056 4.300 -0.092
H -0.735 -1.248 1.790
H 0.302 -2.293 2.167
H 2.402 -1.402 4.383
H 1.465 -1.212 3.201
H 1.133 1.746 1.111
H 1.554 2.690 2.226
H -2.623 -2.996 1.757
H -1.816 -2.676 0.509
H -2.424 1.243 -0.983
H -2.551 0.830 -2.440
H 2.168 -3.451 -3.892
H 2.049 -2.025 -3.383
H 0.156 1.343 -3.236
H 0.815 1.892 -1.981
H 1.956 -0.276 0.556
H 1.421 -1.062 -0.630
O -0.122 1.211 -0.363
O -2.552 3.758 -0.709
O -0.604 -2.201 1.853
O 1.579 -1.731 4.005
O 1.605 1.767 1.951
O -1.776 -3.174 1.333
O -2.676 1.581 -1.849
O 1.524 -2.752 -3.734
O 0.989 1.700 -2.909
O 1.286 -0.925 0.315
*
```

---

(9)
Computed, not measured: 10 unconnected molecules or ions with the total composition H20O10 at a distorted geometry, with ωB97M-V/def2-TZVPD.

Output
HOMO-LUMO gap   10.76 eV
E_LUMO   -0.141 eV
HOMO level   -0.4007 Ha

Structure (ORCA input):
```
! wB97M-V def2-TZVPD RIJCOSX def2/J DEFGRID3
* xyz 0 1
H -1.974 -1.667 -1.060
H -1.038 -0.748 -0.796
H -1.822 -0.929 1.650
H -0.558 -0.318 2.408
H -1.241 -0.113 -3.490
H -1.090 0.882 -2.375
H -1.499 0.874 1.486
H -1.799 2.285 1.982
H 1.421 0.304 2.096
H 2.069 -0.904 2.606
H 1.787 1.996 0.653
H 0.530 2.108 1.594
H 0.420 -1.281 -2.509
H 1.251 -2.155 -1.424
H 1.271 0.913 -1.280
H 2.126 -0.235 -1.876
H -0.841 2.033 -0.313
H -1.133 2.820 -1.653
H 1.313 -2.362 1.238
H 0.215 -2.386 0.165
O -1.596 -1.362 -0.208
O -1.582 -0.292 2.400
O -1.063 -0.091 -2.503
O -1.182 1.843 1.420
O 1.168 -0.583 2.427
O 1.483 1.753 1.569
O 1.127 -1.879 -2.344
O 2.092 0.453 -1.162
O -0.799 2.022 -1.272
O 0.943 -2.981 0.571
*
```

---

(10)
Computed, not measured: 10 unconnected molecules or ions with the total composition H20O10, with ωB97M-V/def2-TZVPD.

Output
HOMO-LUMO gap   11.26 eV
E_LUMO   0.106 eV
HOMO level   -0.4099 Ha

Structure (ORCA input):
```
! wB97M-V def2-TZVPD RIJCOSX def2/J DEFGRID3
* xyz 0 1
O -14.123 2.549 17.256
H -14.871 2.966 16.828
H -14.456 2.282 18.113
O -14.707 -2.212 15.935
H -14.855 -2.117 14.994
H -14.627 -1.315 16.257
O -6.680 -0.423 21.862
H -5.849 -0.522 22.327
H -6.766 -1.227 21.350
O -11.885 -4.765 19.918
H -12.040 -5.544 20.451
H -12.501 -4.847 19.190
O -6.934 -3.981 18.605
H -7.802 -4.204 18.941
H -7.029 -4.018 17.653
O -12.937 -0.376 21.322
H -13.771 -0.845 21.363
H -12.317 -1.019 20.979
O -17.440 1.272 19.729
H -18.087 1.236 19.024
H -17.556 0.450 20.204
O -17.305 -2.670 22.525
H -16.908 -3.518 22.725
H -18.223 -2.770 22.775
O -10.374 2.872 24.667
H -10.485 2.102 24.109
H -9.522 2.744 25.085
O -18.575 2.023 24.078
H -19.047 2.544 23.427
H -17.822 1.672 23.603
*
```

---

Listing energy relative to the best compared isomer or geometry (same formula, charge and spin) for the structures above in their given order: 72.78 19.68 260.18 305.97 323.46 205.35 696.52 910.42 258.59 352.87 kJ/mol.
Listing energy for the structures above in their given order: -1.032392 -1.052620 -1.061782 -1.044339 -668.356464 -764.322061 -764.216630 -764.135160 -764.383429 -764.347518 a.u..